No. 1
95
Properties=species:S:1:pos:R:3:mulliken_charge:R:1 method="wB97M-V/def2-TZVPD" charge=0 lumo_ev=0.30 smiles="C#CC[C@]1(OCCC)COS(=O)(=O)C[C@H]1B(O)O.O=C1CCCO1.O=C1CCCO1.O=C1CCCO1.O=C1CCCO1.O=C1CCCO1" homo_lumo_gap_ev=9.700
C 2.6315 -2.8230 -0.3115 -0.704
C 1.2921 -3.1615 -0.6431 -0.287
C -0.3059 -3.1996 -0.9958 -0.140
C -0.8647 -1.9340 -1.8730 0.610
O -2.2659 -1.5942 -1.5875 0.479
C -3.1858 -2.7143 -1.8171 -0.465
C -4.7614 -2.2036 -1.5798 -0.145
C -5.0388 -0.6794 -2.1134 -0.096
C -0.5842 -2.3093 -3.4767 -0.971
O -1.3504 -1.4517 -4.4102 -0.341
S -0.4712 0.0225 -4.4652 1.110
O -1.1272 1.0972 -5.4093 -0.642
O 0.9918 -0.1542 -5.0158 -0.608
C -0.4906 0.6853 -2.6784 -0.646
C -0.0036 -0.5212 -1.6267 -0.459
B -0.1966 0.0962 -0.1143 0.527
O -1.4757 0.4429 0.5373 -0.523
O 1.0523 0.3137 0.6823 -0.578
H 3.7239 -2.5600 0.0757 0.362
H -0.4818 -4.1817 -1.6476 0.370
H -1.0077 -3.3440 -0.0435 0.353
H -3.0572 -3.6184 -1.0581 0.141
H -3.1717 -3.1654 -2.8966 0.225
H -5.5072 -2.9757 -2.1021 0.345
H -4.9610 -2.2037 -0.4119 -0.012
H -5.4132 -0.0463 -1.1963 0.152
H -5.9595 -0.7211 -2.8720 -0.197
H -4.1573 -0.1940 -2.7134 0.085
H -1.0272 -3.4064 -3.6097 0.459
H 0.5559 -2.3864 -3.7341 0.387
H 0.3443 1.5369 -2.6684 0.350
H -1.5109 1.1707 -2.3767 0.309
H 1.1502 -0.6538 -1.8442 0.220
H -1.9390 1.2064 0.0808 0.239
H 1.0193 1.3002 0.9045 0.206
O 2.3218 3.3688 1.3997 -0.674
C 3.3347 3.1612 0.7525 0.692
O 3.3946 3.1821 -0.6114 -0.345
C 4.7013 2.7900 -1.0289 -0.501
C 5.5932 3.0534 0.1560 -0.125
C 4.6731 2.8033 1.3240 -0.369
H 4.6770 1.7301 -1.3034 0.233
H 5.0005 3.3757 -1.9030 0.313
H 6.4917 2.4306 0.1655 0.350
H 5.9095 4.1037 0.1561 0.019
H 4.6661 1.7502 1.6183 0.195
H 4.9221 3.4419 2.1747 0.246
O 6.4902 -4.8517 3.1284 -0.606
C 5.3785 -4.4050 3.3578 0.451
O 4.8890 -3.2472 2.8249 -0.311
C 3.6084 -2.9752 3.3923 -0.168
C 3.1037 -4.3041 3.8905 -0.538
C 4.3741 -5.0108 4.2908 -0.337
H 3.7322 -2.2476 4.2013 0.229
H 2.9503 -2.5487 2.6297 0.138
H 2.3793 -4.2119 4.7041 0.348
H 2.6230 -4.8498 3.0695 0.245
H 4.6598 -4.7819 5.3212 0.247
H 4.2971 -6.0901 4.1405 0.280
O 8.2702 3.7687 -0.2109 -0.605
C 8.6308 4.2840 0.8344 0.603
O 8.6290 3.6524 2.0449 -0.348
C 9.0065 4.5825 3.0589 -0.404
C 9.7631 5.6689 2.3405 -0.475
C 9.0923 5.7014 0.9906 -0.452
H 8.0992 4.9584 3.5434 0.251
H 9.6261 4.0803 3.8076 0.304
H 9.7396 6.6283 2.8640 0.324
H 10.8128 5.3737 2.2218 0.266
H 8.2219 6.3634 0.9846 0.237
H 9.7943 5.9768 0.2002 0.304
O -7.6703 -1.2970 -4.5262 -0.590
C -8.4468 -0.4427 -4.1321 0.559
O -8.3087 0.2406 -2.9581 -0.306
C -9.4486 1.0769 -2.7661 -0.458
C -10.0307 1.2776 -4.1408 -0.473
C -9.7046 -0.0228 -4.8306 -0.470
H -10.1445 0.5692 -2.0900 0.265
H -9.1396 2.0228 -2.3118 0.306
H -11.0990 1.5093 -4.1262 0.315
H -9.5126 2.1016 -4.6464 0.271
H -10.4768 -0.7782 -4.6611 0.269
H -9.5323 0.1224 -5.8996 0.279
O -4.2263 -2.3381 1.3928 -0.606
C -4.3818 -1.6787 2.4072 0.409
O -4.9817 -2.1426 3.5426 -0.393
C -5.0904 -1.0761 4.4841 -0.451
C -4.0399 -0.0767 4.0761 -0.619
C -3.9909 -0.2419 2.5782 0.242
H -6.1025 -0.6618 4.4274 0.257
H -4.9197 -1.4577 5.4950 0.338
H -4.2684 0.9433 4.3965 0.348
H -3.0720 -0.3584 4.5084 0.273
H -4.7268 0.3910 2.0746 0.290
H -2.9879 -0.0569 2.1867 -0.195



No. 2
89
Properties=species:S:1:pos:R:3:mulliken_charge:R:1 method="wB97M-V/def2-TZVPD" charge=+1 lumo_ev=-2.77 homo_lumo_gap_ev=7.551
C -4.3058 3.3511 1.1477 -1.214
C -3.4784 3.8185 2.3658 0.265
C -3.3406 2.7914 3.5194 -1.083
C -1.8951 2.3894 3.8407 -1.084
C -1.2717 1.3373 2.8972 0.581
C -0.4363 1.9567 1.7661 -2.363
C 0.6149 1.0202 1.0993 3.846
C -0.0596 -0.2753 0.6079 -1.429
Br 0.9826 -1.8618 0.6111 0.067
C -1.2478 -0.3582 0.0076 0.326
C -2.2341 0.7236 -0.3697 -0.840
Br -1.8924 -2.0527 -0.5892 -0.101
C 1.7282 0.9448 2.2461 0.723
C 2.4373 -0.3060 2.7774 -1.882
I 1.3149 -1.2094 4.3062 0.178
C 3.6275 -0.8028 2.4392 0.687
C 4.5782 -0.2402 1.4045 -1.061
I 4.3485 -2.5990 3.2001 0.108
C 2.7181 2.0084 1.8206 -1.895
O 3.4958 2.5440 2.5509 -0.579
N 2.6333 2.2737 0.4663 0.079
C 1.3968 1.7470 -0.1401 3.031
C 1.8944 0.8066 -1.2798 -1.637
C 1.0105 0.0790 -2.3062 -0.269
C 0.1209 0.9069 -3.2414 -0.293
C 0.8918 1.6525 -4.3390 -1.413
C 0.6791 2.9854 -0.7612 -0.115
C 1.1398 4.3570 -0.2811 -1.562
O 0.8918 4.5134 1.1040 -0.011
C 1.7609 5.4193 1.7322 -0.863
C 1.3837 5.5049 3.2002 0.792
F 2.3855 6.0101 3.9023 -0.304
F 0.3305 6.2911 3.3922 -0.292
F 1.0773 4.3236 3.7265 -0.220
H -4.6950 2.3376 1.2870 0.309
H -5.1603 4.0067 0.9598 0.346
H -3.7115 3.3525 0.2266 0.175
H -3.9334 4.7287 2.7638 0.606
H -2.4723 4.0932 2.0300 -0.255
H -3.7949 3.2025 4.4262 0.392
H -3.9038 1.8820 3.2664 0.356
H -1.2703 3.2927 3.8407 0.139
H -1.8502 2.0000 4.8644 0.481
H -2.0597 0.6997 2.4915 0.453
H -0.6372 0.6784 3.4974 -0.327
H 0.1279 2.7895 2.1852 0.314
H -1.0970 2.4147 1.0307 0.124
H -3.0361 0.3096 -0.9793 0.692
H -2.6947 1.1855 0.5012 -0.289
H -1.7512 1.5020 -0.9603 -0.038
H 1.2511 1.3399 3.1462 0.907
H 4.6508 0.8436 1.4685 0.224
H 4.2735 -0.5568 0.3989 0.243
H 5.5863 -0.6270 1.5581 0.606
H 3.4976 2.0647 -0.0186 0.480
H 2.6022 1.4276 -1.8512 0.760
H 2.5006 0.0336 -0.7898 -0.405
H 1.7176 -0.4561 -2.9592 0.709
H 0.4267 -0.7088 -1.8280 -0.110
H -0.4697 1.6344 -2.6818 0.122
H -0.5924 0.2178 -3.7104 0.420
H 1.2893 2.6119 -3.9924 0.278
H 1.7414 1.0584 -4.6966 0.317
H 0.2530 1.8630 -5.2009 0.403
H -0.4076 2.9436 -0.6859 -0.276
H 0.9017 2.9807 -1.8346 -0.114
H 2.2082 4.4984 -0.4890 0.498
H 0.5866 5.1227 -0.8466 0.509
H 1.6582 6.4329 1.3192 0.494
H 2.8077 5.0979 1.6598 0.398
C 0.7787 -9.0289 -3.8508 -1.062
C -0.0568 -7.9035 -4.4353 -0.496
N -0.6632 -7.0674 -3.3845 0.191
C -0.2802 -5.7906 -3.0418 -0.699
C -1.0863 -5.3910 -2.0287 -0.107
N -1.9502 -6.4288 -1.7698 0.178
C -1.6746 -7.4279 -2.6021 -0.084
C -2.9984 -6.4312 -0.7452 -0.778
H 0.1730 -9.6971 -3.2383 0.349
H 1.2130 -9.6150 -4.6587 0.366
H 1.5883 -8.6372 -3.2357 0.329
H -0.8626 -8.2829 -5.0618 0.337
H 0.5480 -7.2364 -5.0454 0.295
H 0.5268 -5.2922 -3.5482 0.466
H -1.1368 -4.4764 -1.4636 0.246
H -2.1865 -8.3749 -2.6352 0.421
H -2.8028 -7.2160 -0.0191 0.345
H -3.9686 -6.5833 -1.2108 0.356
H -2.9843 -5.4672 -0.2457 0.233



No. 3
115
Properties=species:S:1:pos:R:3:mulliken_charge:R:1 method="wB97M-V/def2-TZVPD" charge=0 lumo_ev=-0.15 homo_lumo_gap_ev=10.608
Ca 3.2568 -0.6792 -1.4564 2.089
C 5.1568 -3.0427 -3.2375 0.780
F 4.6938 -2.8312 -1.9177 -0.262
F 6.4444 -3.3013 -3.2372 -0.188
F 4.5009 -4.0036 -3.8008 -0.192
S 4.7930 -1.3673 -4.0674 0.805
O 5.3303 -1.2719 -5.3698 -0.581
O 3.3145 -1.3406 -3.8462 -0.603
N 5.3089 -0.3325 -2.9522 -0.497
S 6.8063 0.3297 -3.1129 0.950
O 7.5944 -0.6655 -3.7256 -0.575
O 6.7382 1.6865 -3.5480 -0.607
C 7.4004 0.4689 -1.2533 0.606
F 8.5990 0.9823 -1.2024 -0.196
F 6.5628 1.4077 -0.6706 -0.235
F 7.3458 -0.7423 -0.6328 -0.203
C -0.8676 -1.6740 -1.3421 0.450
F -1.8496 -1.0638 -0.6241 -0.078
F -1.3333 -2.8504 -1.7749 -0.150
F -0.3463 -0.8343 -2.2547 -0.173
S 0.5125 -2.0625 -0.1124 0.732
O -0.0166 -2.9390 0.8864 -0.548
O 1.6871 -2.5557 -0.8797 -0.619
N 0.9247 -0.6300 0.4189 -0.321
S 0.1678 -0.0025 1.7506 0.739
O -1.2187 -0.2201 1.6782 -0.060
O 0.9454 -0.3549 2.8837 -0.604
C 0.4905 1.9480 1.4121 0.044
F -0.3623 2.7590 2.0383 -0.039
F 1.7803 2.3445 1.8644 -0.288
F 0.5112 2.1307 0.0692 -0.082
C 2.8512 5.6109 -0.4489 -1.150
C 3.5797 4.7047 0.5084 -0.387
C 4.3102 3.5141 -0.1050 -0.439
C 3.5403 2.5524 -0.8784 0.461
N 3.1485 1.6863 -1.5423 -0.906
H 3.5132 5.9224 -1.2685 0.423
H 2.4822 6.5511 -0.0427 0.274
H 2.0481 5.0868 -0.9271 0.191
H 2.8386 4.3986 1.2821 0.041
H 4.2583 5.3188 1.1200 0.491
H 4.8642 2.9648 0.6510 0.337
H 5.0113 3.9581 -0.8147 0.449
C -0.1416 7.2649 0.3770 -1.633
C -0.7030 5.8550 0.4773 0.903
C -1.4549 5.6512 1.8729 0.176
C -2.4469 6.6806 2.1024 0.071
N -3.2682 7.4844 2.1994 -0.484
H 0.3746 7.5039 -0.5612 0.406
H 0.5880 7.6242 1.0957 0.361
H -1.0401 7.9379 0.3716 0.420
H 0.1465 5.1815 0.3681 -0.541
H -1.4404 5.6758 -0.2949 0.105
H -0.6758 5.7640 2.6465 0.364
H -1.9127 4.6869 1.9811 -0.182
C -5.6865 0.8476 -2.4061 -1.339
C -5.0519 -0.4471 -1.9846 0.792
C -4.6288 -1.2762 -3.1695 -0.180
C -3.5700 -0.5923 -3.9058 0.319
N -2.6163 -0.1126 -4.3419 -0.559
H -4.9309 1.3829 -2.9569 0.174
H -6.0141 1.4760 -1.5745 0.341
H -6.4589 0.5896 -3.1087 0.416
H -5.6427 -1.0821 -1.3142 0.293
H -4.2192 -0.1847 -1.3448 -0.578
H -5.4944 -1.4713 -3.8400 0.447
H -4.3383 -2.2840 -2.8497 -0.039
C 3.8237 -4.5777 1.7464 -1.393
C 3.0176 -3.7234 2.6988 0.431
C 3.5937 -2.3008 2.9838 -0.457
C 3.9043 -1.5867 1.7894 0.205
N 4.0724 -1.1890 0.7163 -0.509
H 4.8528 -4.6080 2.0679 0.366
H 3.8509 -4.1532 0.7596 0.197
H 3.4758 -5.5666 1.5539 0.451
H 2.9787 -4.2463 3.6553 0.307
H 1.9915 -3.5310 2.4118 -0.207
H 4.5167 -2.4902 3.5311 0.492
H 2.9182 -1.6692 3.5848 0.138
C -3.8532 -6.2528 0.3057 -1.344
C -4.6777 -4.9920 0.4294 0.164
C -5.5256 -4.6965 -0.8639 0.025
C -6.5639 -5.7056 -1.0122 0.072
N -7.4239 -6.4593 -1.1937 -0.479
H -4.5089 -7.1109 0.3169 0.411
H -3.2149 -6.2902 1.2134 0.288
H -3.2095 -6.3913 -0.5515 0.364
H -4.0405 -4.1027 0.4816 -0.076
H -5.2419 -5.0072 1.3648 0.300
H -4.9105 -4.6401 -1.7614 0.216
H -6.0834 -3.7455 -0.7886 0.059
Cl -2.6410 -3.7592 3.9060 -0.176
C -0.8721 -3.5072 3.7747 0.465
C -0.2088 -3.7513 5.1698 -0.254
Cl -0.6080 -2.4202 6.3002 -0.208
H -0.6219 -2.5557 3.3059 -0.413
H -0.5502 -4.3095 3.1208 0.228
H 0.8809 -3.7610 5.0751 0.036
H -0.5473 -4.7209 5.5344 0.443
Cl -4.5970 -1.2481 1.8049 -0.124
C -3.9464 -0.0643 2.9954 -0.508
C -3.7643 1.2713 2.3331 0.189
Cl -3.0254 2.4155 3.4641 -0.220
H -2.9656 -0.3552 3.4059 0.114
H -4.6917 0.0061 3.7928 0.470
H -4.7357 1.6879 2.0417 0.517
H -3.1685 1.2006 1.4281 -0.476
Cl -1.8451 4.9787 -3.0991 -0.212
C -1.2241 3.3181 -3.0067 -0.170
C -2.2964 2.3163 -2.6911 0.283
Cl -2.9356 2.5233 -1.0466 -0.105
H -0.4112 3.3016 -2.3204 -0.141
H -0.7693 3.0605 -3.9908 0.444
H -1.7688 1.3726 -2.6611 -0.588
H -3.1195 2.3187 -3.4331 0.454